C8H8Br2N2O | ωB97M-V/def2-TZVPD

Results
* ΔE to the lowest compared entry with this formula, charge and spin: 29.8 kcal per mole
* F_max: 5.44 eV/A
* highest occupied orbital energy (alpha / beta): -5.40 / -9.04 eV
* multiplicity: 3
* expectation value of S²: 2.03

Each line ends with the Mulliken charge.
CARTESIAN COORDINATES (ANGSTROEM)
C1 1.132 -0.142 -1.617  -1.020
C2 -0.620 -0.171 1.609  -0.532
C3 -0.061 -0.156 -2.356  -0.462
C4 -0.266 -0.267 0.327  0.378
C5 1.055 -0.112 -0.277  1.224
C6 -2.051 -0.171 1.851  -0.781
C7 -2.763 0.040 0.519  0.123
C8 3.339 0.359 0.076  -0.492
N1 -1.217 -0.316 -1.811  -0.724
N2 -1.286 -0.654 -0.586  0.185
O1 2.022 0.042 0.576  -0.357
Br1 -3.131 1.732 -0.111  -0.052
Br2 -4.174 -1.194 0.222  -0.104
H1 1.929 -0.046 -2.203  0.366
H2 0.022 -0.251 2.479  0.447
H3 -0.059 0.164 -3.362  0.426
H4 -2.543 -0.959 2.260  0.444
H5 -2.278 0.747 2.521  0.280
H6 4.147 -0.186 0.549  0.233
H7 3.568 1.451 0.372  0.219
H8 3.236 0.087 -1.037  0.200